Density functional theory data (the ωB97M-V functional and the def2-TZVPD basis) for a gas-phase ion, C4H10NS (charge -1) in a non-equilibrium geometry.

Values from the calculation:
SMILES: CNCCC[S-]
E: -611.3437 Eh
Total charge: -1
E_LUMO: 3.8 eV
Molecular weight: 104.20 g/mol
Relative energy (zero: lowest compared OMol25 entry of this formula, charge and spin): 58.2 kJ/mol
Orbital gap: 5.99 eV

Each line ends with the Mulliken charge.
Positions of all 16 atoms, in Å:
1 C -0.602 -2.005 0.111  -0.79
2 N -1.202 -0.716 0.472  -0.33
3 C -0.945 0.401 -0.425  -0.76
4 C 0.160 1.384 0.122  -0.50
5 C 1.576 0.833 0.000  -0.71
6 S 2.811 2.147 -0.161  -0.66
7 H -1.027 -2.314 -0.841  0.25
8 H -0.911 -2.708 0.884  0.32
9 H 0.487 -1.902 0.071  0.29
10 H -1.061 -0.470 1.447  0.26
11 H -1.830 1.002 -0.664  0.29
12 H -0.525 0.000 -1.347  0.37
13 H -0.310 1.761 1.043  0.34
14 H 0.014 2.257 -0.526  0.26
15 H 1.588 0.254 -0.939  0.16
16 H 1.778 0.073 0.752  0.21